DFT (the ωB97M-V functional and the def2-TZVPD basis) results for a cluster of 10 separate species, C31H89N7O10 in total at a distorted geometry.

Values from the calculation:
Electronic energy   -64488.9231 eV
Structure (SMILES)   COC[C@H](C)N.COC[C@H](C)N.COC[C@H](C)N.COC[C@H](C)N.COC[C@H](C)N.COC[C@H](C)N.COC[C@H](C)N.CO.CO.CO
Highest occupied orbital energy   -9.0 eV
Gap between HOMO and LUMO   9.34 eV
Spin multiplicity   1
Strongest force on any atom   3.035 eV/A

Last column: Mulliken charge in e.
Positions of all 137 atoms, in Å:
C1 5.749581 1.391176 -0.412056  -0.0634
O1 4.798596 1.880230 0.548427  -0.6120
H1 6.685878 1.869916 -0.125250  0.4364
H2 5.840838 0.305383 -0.440793  -0.0654
H3 5.454033 1.749331 -1.398203  -0.1478
H4 3.972685 1.456119 0.304270  0.1118
C2 4.856711 -0.752900 2.740274  0.3396
O2 5.326039 -0.919233 4.091842  -0.5677
H5 4.107724 0.038014 2.700773  0.1647
H6 5.613514 -0.445824 2.018419  0.1114
H7 4.421203 -1.684580 2.379160  -0.3401
H8 4.681294 -1.408221 4.608360  0.3138
C3 6.650558 -1.675097 -2.221782  -0.3325
O3 6.368785 -2.467021 -1.132747  -0.4444
H9 6.738522 -2.360192 -3.064988  0.4009
H10 5.840018 -1.000217 -2.496857  -0.1353
H11 7.603650 -1.155374 -2.123725  0.2610
H12 5.683347 -3.079874 -1.408753  0.2777
C4 1.717726 1.321567 -4.372245  -1.2640
C5 3.245132 1.681197 -4.196211  -0.1230
C6 3.550463 3.101924 -3.698798  -0.2047
O4 4.971670 3.315209 -3.616591  -0.3568
C7 5.432656 4.611887 -3.318833  -0.6548
N1 3.749443 0.622500 -3.297443  -0.4502
H13 1.333271 1.949614 -5.175897  0.5024
H14 1.133776 1.471384 -3.464140  0.1275
H15 1.655875 0.267274 -4.641937  0.2932
H16 3.719460 1.636961 -5.176593  0.6160
H17 3.116319 3.272634 -2.713669  -0.3685
H18 3.177755 3.741552 -4.498843  0.5185
H19 4.786090 5.030402 -2.547535  0.1706
H20 5.395331 5.285879 -4.174660  0.3402
H21 6.478611 4.673799 -3.018452  0.2683
H22 4.058078 -0.167545 -3.845781  0.2797
H23 4.593780 1.067356 -2.966821  -0.1280
C8 -0.600101 -3.027834 -1.501913  -1.5557
C9 -1.084484 -2.650168 -2.930960  0.1030
C10 -2.332129 -1.788326 -2.950792  -0.2475
O5 -3.479913 -2.497250 -2.499984  -0.4618
C11 -4.378847 -1.695114 -1.682929  -0.5320
N2 0.085093 -1.934605 -3.438936  -0.4902
H24 -1.335887 -3.595825 -0.932598  0.6627
H25 -0.327887 -2.195647 -0.852721  0.0974
H26 0.240239 -3.720479 -1.548393  0.5166
H27 -1.204946 -3.521150 -3.575144  0.5184
H28 -2.547230 -1.295555 -3.898954  0.4136
H29 -2.230600 -0.926938 -2.290635  -0.2030
H30 -5.165202 -2.437495 -1.546505  0.3785
H31 -4.787394 -0.775816 -2.102574  0.1921
H32 -3.986894 -1.567987 -0.673819  0.1865
H33 0.917828 -2.462151 -3.219049  0.1690
H34 -0.001725 -1.980374 -4.444148  0.3111
C12 2.767744 4.838502 0.009110  -0.8377
C13 1.861427 3.851162 0.764462  1.2605
C14 1.181113 4.434900 2.012280  -1.2140
O6 0.630181 5.742446 1.748667  -0.3036
C15 0.481185 6.545931 2.925439  -0.7673
N3 0.820943 3.352076 -0.126602  -0.6703
H35 3.666297 4.966777 0.612643  0.4294
H36 2.351868 5.843604 -0.061024  0.4344
H37 2.924238 4.508462 -1.017862  -0.2413
H38 2.481591 3.016043 1.090145  -0.0711
H39 1.953127 4.611089 2.761326  0.5444
H40 0.433611 3.812413 2.504061  0.4233
H41 1.476594 6.758195 3.315554  0.3318
H42 -0.206885 6.105608 3.647099  0.2902
H43 0.006052 7.453047 2.551949  0.2479
H44 0.176827 4.121341 -0.242605  0.4319
H45 0.227001 2.642852 0.278768  -0.1763
C16 -7.207335 -2.812974 3.139043  -1.5511
C17 -6.575941 -1.426646 3.366687  0.2851
C18 -5.161083 -1.310115 2.799870  -0.2022
O7 -4.212103 -2.139183 3.499893  -0.4936
C19 -2.846857 -1.800805 3.221516  -0.2569
N4 -7.428452 -0.450820 2.779288  -0.6654
H46 -6.826261 -3.597936 3.792279  0.3517
H47 -6.855557 -3.124822 2.155636  0.2762
H48 -8.297245 -2.822430 3.149261  0.4024
H49 -6.547261 -1.235543 4.439420  0.4635
H50 -4.874156 -0.268734 2.945810  0.3257
H51 -5.070477 -1.540281 1.738303  0.1081
H52 -2.709753 -0.741417 3.438315  0.3363
H53 -2.735802 -1.965999 2.149853  -0.0837
H54 -2.097865 -2.406426 3.731756  0.2875
H55 -7.139983 -0.425410 1.811686  0.0410
H56 -7.207366 0.479107 3.105562  0.3419
C20 -0.123995 -4.136165 1.656401  -0.5692
C21 0.249014 -5.582779 1.312077  0.7094
C22 1.708958 -6.005204 1.753575  -1.1428
O8 2.710955 -5.398345 0.965750  -0.3602
C23 3.681220 -4.684328 1.666838  -0.5710
N5 -0.826870 -6.444671 1.926274  -0.8016
H57 -0.234097 -4.017425 2.734312  0.4559
H58 -0.975460 -3.675372 1.155629  0.2454
H59 0.718251 -3.485610 1.420834  -0.4505
H60 0.196469 -5.615791 0.223838  0.2347
H61 1.892506 -7.068694 1.600633  0.4329
H62 1.883559 -5.990337 2.829396  0.3526
H63 4.285387 -5.334919 2.299152  0.4252
H64 3.239970 -3.907077 2.290757  0.2839
H65 4.405445 -4.241119 0.983350  0.0475
H66 -1.703532 -6.100357 1.561572  0.3327
H67 -0.851264 -6.005360 2.835406  0.3708
C24 -4.841508 4.141549 -0.664382  -1.5313
C25 -5.852966 2.987622 -0.225520  0.2536
C26 -5.154129 1.574071 -0.180422  -0.3460
O9 -6.026061 0.532962 0.206885  0.1414
C27 -7.174712 0.283263 -0.626190  -1.0790
N6 -6.221532 3.369292 1.117611  -0.7096
H68 -3.938186 4.164545 -0.054797  0.3007
H69 -5.260751 5.147688 -0.669170  0.3776
H70 -4.491898 3.893034 -1.666438  0.3922
H71 -6.675888 2.969194 -0.940049  0.3632
H72 -4.311719 1.590759 0.511080  0.0630
H73 -4.712287 1.367421 -1.155190  0.1883
H74 -7.785095 -0.444407 -0.091371  0.3454
H75 -6.942780 -0.050738 -1.637501  0.3204
H76 -7.829875 1.154259 -0.641637  0.4235
H77 -5.391104 3.451865 1.686526  0.3156
H78 -6.673276 2.553141 1.504819  0.2893
C28 2.715141 -1.588603 -0.271767  -0.9640
C29 1.747500 -0.368492 -0.323364  1.0962
C30 1.006737 -0.202036 0.995613  -0.8993
O10 0.070811 0.876535 1.069865  -0.4911
C31 -1.098199 0.695411 0.264682  -0.1767
N7 2.452464 0.860871 -0.579165  1.8240
H79 3.475615 -1.537086 0.507415  -0.2363
H80 3.297793 -1.581330 -1.192934  0.3290
H81 2.142994 -2.513806 -0.202846  0.0738
H82 0.982515 -0.516361 -1.085627  -0.1308
H83 1.766748 -0.056200 1.763222  0.2628
H84 0.450449 -1.115204 1.207189  0.3336
H85 -0.845050 0.691752 -0.795510  0.1583
H86 -1.793331 1.523191 0.404950  0.3281
H87 -1.491965 -0.258860 0.614534  0.0888
H88 1.863449 1.622104 -0.273086  0.1065
H89 2.555832 0.909613 -1.582670  -1.2197

Cartesian forces, eV/Å:
-0.5 1.1 0.6
1.2 -0.2 0.0
0.2 -0.3 -0.2
0.0 -0.1 0.2
0.3 0.0 -0.2
-0.9 -0.3 -0.3
-0.6 -0.1 0.5
0.6 0.3 -0.7
-0.2 0.0 0.0
0.5 -0.1 0.6
0.0 -0.1 -0.1
-0.1 0.0 -0.2
0.2 -0.2 -1.9
-0.3 -0.5 1.7
0.4 0.2 -0.6
0.0 0.4 0.3
-0.2 0.1 0.3
0.0 -0.1 0.2
1.3 1.2 -0.4
-1.3 -0.9 0.0
0.6 -0.2 -0.2
0.4 -1.3 -0.2
-0.9 0.6 0.0
0.7 1.2 -0.1
-0.4 -0.1 0.0
0.1 0.1 0.1
0.0 0.1 -0.1
0.1 -0.2 -0.2
-0.3 0.3 0.0
-0.5 0.5 0.3
0.2 0.3 0.3
-0.4 0.0 -0.4
-0.1 -0.8 0.3
-0.1 -0.2 -0.1
0.6 -0.5 0.5
-1.3 -1.1 0.1
1.3 -0.1 1.4
-0.5 0.8 0.7
-0.1 0.9 0.2
0.1 -2.4 -0.1
-0.4 0.8 -1.0
-0.4 0.0 -0.2
0.0 0.3 -0.5
0.3 0.2 -0.2
-0.6 -0.5 0.4
0.2 -0.4 -0.6
0.6 0.1 0.4
-0.6 0.5 0.0
0.4 0.0 -0.3
0.4 0.5 -0.1
0.1 0.0 0.1
0.4 0.4 -0.4
-0.4 0.3 0.8
-1.1 0.1 0.2
1.2 1.7 0.7
-0.3 -0.6 0.1
-0.2 -0.2 -1.5
-0.6 0.5 -1.0
0.4 -0.2 -0.5
-0.4 -0.1 0.1
0.4 -0.2 0.3
0.0 -0.1 0.1
0.3 -0.2 0.3
-0.1 -0.4 -0.4
-0.1 0.1 0.4
0.2 -0.2 0.3
0.2 0.2 0.2
-0.1 0.4 -0.5
0.5 -0.1 0.5
0.9 -0.3 -0.5
0.1 -1.6 1.1
1.2 -0.3 1.0
0.0 -0.2 0.7
-1.4 0.3 -0.9
-0.5 0.8 -0.9
0.0 0.2 0.3
-0.3 -0.2 -0.4
0.1 0.3 0.1
0.3 0.0 0.1
0.2 0.3 -0.1
-0.4 0.0 -0.3
0.3 0.1 0.1
0.5 0.2 -0.3
-0.6 -0.1 0.3
-0.4 0.2 -0.4
0.1 0.2 0.3
1.6 0.7 0.4
-0.5 0.3 0.2
-0.8 -1.1 -0.4
-0.5 0.6 -0.4
0.6 0.1 0.4
1.4 0.4 -0.2
-0.2 -0.1 0.2
-0.2 -0.6 0.0
0.2 0.2 -0.2
0.2 -0.6 -0.1
-0.8 -0.4 -0.4
-0.1 1.1 0.3
-0.1 -0.2 0.3
0.0 0.2 0.1
-0.3 0.1 -0.3
-0.3 -0.2 -0.5
-0.2 -0.6 0.8
-0.3 -1.7 -0.8
2.9 1.0 0.3
-0.5 1.2 -1.2
-0.4 -0.3 -0.2
0.0 0.6 0.9
-1.3 -0.5 0.4
-0.1 -0.2 0.4
-0.3 -0.3 0.1
0.0 0.3 -0.2
-0.2 0.1 0.3
-0.2 0.0 0.3
0.0 -0.2 -0.4
0.3 -0.4 -0.2
0.2 0.0 0.0
0.1 0.3 -0.4
0.3 0.3 -0.1
-0.5 -0.1 0.5
-0.6 0.7 -0.5
-0.1 -0.4 0.8
-0.2 -0.5 0.0
0.3 0.4 -0.1
0.9 -0.5 0.4
0.2 -0.1 0.1
-0.3 0.2 0.3
-0.1 -0.1 -0.2
0.2 -0.1 0.0
0.1 -0.4 -0.4
-0.2 0.2 0.3
0.0 -0.4 0.2
0.0 -0.3 -0.2
0.1 -0.1 0.4
-0.7 -0.1 -0.5
-0.1 0.2 -0.5
0.5 0.4 -0.2